i:
ORCA calculation (ωB97M-V/def2-TZVPD) on a cluster of 13 separate species, C26H78O13S13 in total.

Last column: Löwdin charge in e.
Atoms and positions in Å:
C: 17.781 13.133 14.676  -0.293
S: 19.231 13.240 13.630  0.886
O: 18.936 12.376 12.396  -0.605
C: 20.385 12.421 14.748  -0.259
H: 16.855 13.104 14.111  0.014
H: 17.708 14.111 15.128  0.014
H: 17.820 12.352 15.491  0.064
H: 19.944 11.405 14.957  0.054
H: 20.396 12.935 15.687  0.044
H: 21.410 12.481 14.394  0.047
C: 12.077 7.126 12.147  -0.242
S: 10.416 6.892 11.357  0.882
O: 9.352 7.730 12.077  -0.605
C: 10.733 7.784 9.825  -0.265
H: 12.882 6.767 11.478  0.052
H: 12.065 6.563 13.102  0.051
H: 12.208 8.149 12.556  0.041
H: 9.769 7.925 9.402  0.041
H: 11.401 7.157 9.250  0.025
H: 11.140 8.759 10.076  0.046
C: 12.554 9.693 18.540  -0.260
S: 12.291 8.872 16.962  0.840
O: 10.810 8.925 16.669  -0.578
C: 13.058 10.163 15.870  -0.250
H: 13.623 9.849 18.604  0.049
H: 12.237 8.886 19.276  0.074
H: 11.977 10.631 18.452  0.027
H: 12.695 10.081 14.786  0.063
H: 14.155 10.133 15.774  0.044
H: 12.854 11.190 16.186  0.006
C: 18.937 8.745 13.089  -0.252
S: 17.489 8.915 14.146  0.843
O: 17.998 9.849 15.222  -0.577
C: 16.522 9.842 12.933  -0.254
H: 19.190 9.736 12.804  0.020
H: 18.697 8.084 12.268  0.050
H: 19.784 8.278 13.615  0.065
H: 15.594 10.064 13.443  0.017
H: 16.314 9.169 12.114  0.039
H: 17.061 10.736 12.609  0.036
C: 15.387 13.213 16.881  -0.269
S: 15.704 14.850 17.542  0.869
O: 16.915 15.429 16.754  -0.578
C: 14.282 15.791 16.935  -0.249
H: 14.355 12.948 17.161  0.018
H: 16.128 12.533 17.278  0.051
H: 15.522 13.350 15.766  0.040
H: 14.124 16.510 17.689  0.018
H: 13.408 15.148 16.846  0.011
H: 14.515 16.208 15.928  0.077
C: 15.146 8.815 7.410  -0.250
S: 13.787 8.280 8.490  0.816
O: 14.257 6.970 9.030  -0.575
C: 14.221 9.448 9.853  -0.249
H: 16.116 8.621 7.852  0.059
H: 15.012 9.869 7.230  0.021
H: 15.093 8.218 6.495  0.051
H: 15.221 9.161 10.100  0.022
H: 13.574 9.279 10.684  0.020
H: 14.128 10.470 9.408  0.014
C: 16.057 13.680 10.150  -0.240
S: 16.340 11.972 9.746  0.798
O: 15.792 11.759 8.367  -0.558
C: 18.120 12.002 9.517  -0.220
H: 14.965 13.849 10.174  0.026
H: 16.692 14.207 9.447  0.055
H: 16.429 13.712 11.196  0.051
H: 18.292 11.289 8.756  0.038
H: 18.710 11.824 10.431  0.025
H: 18.328 13.011 9.204  0.044
C: 10.858 13.101 7.725  -0.239
S: 12.449 13.630 8.507  0.839
O: 12.941 12.485 9.361  -0.572
C: 13.374 13.548 6.983  -0.280
H: 10.089 13.161 8.492  0.022
H: 10.814 12.095 7.302  0.061
H: 10.604 13.789 6.937  0.044
H: 14.433 13.797 7.206  0.051
H: 13.012 14.230 6.211  0.056
H: 13.342 12.535 6.593  0.056
C: 10.009 13.323 19.030  -0.235
S: 10.894 13.462 17.447  0.796
O: 12.202 12.742 17.555  -0.586
C: 9.797 12.436 16.444  -0.236
H: 9.053 13.794 19.007  0.042
H: 10.598 13.840 19.796  0.055
H: 10.020 12.289 19.383  0.057
H: 9.050 13.119 15.979  0.057
H: 9.357 11.679 17.130  0.073
H: 10.435 12.090 15.581  0.038
C: 9.195 14.823 12.862  -0.240
S: 10.448 15.089 11.548  0.795
O: 9.694 15.026 10.246  -0.551
C: 10.655 16.785 12.033  -0.271
H: 8.784 13.838 12.660  0.028
H: 8.566 15.707 12.765  0.047
H: 9.617 14.777 13.873  0.022
H: 9.723 17.302 11.800  0.061
H: 11.539 17.163 11.493  0.062
H: 10.821 16.642 13.134  0.043
C: 8.536 10.596 11.863  -0.271
S: 9.889 10.548 12.939  0.808
O: 10.143 11.978 13.323  -0.574
C: 9.084 9.759 14.265  -0.262
H: 8.825 11.216 11.030  0.050
H: 7.716 11.125 12.409  0.080
H: 8.248 9.618 11.505  0.042
H: 8.885 8.743 14.043  0.035
H: 8.134 10.280 14.413  0.070
H: 9.699 9.804 15.160  0.008
C: 10.367 17.530 17.630  -0.232
S: 9.646 16.456 16.300  0.755
O: 8.602 15.681 16.969  -0.564
C: 8.641 17.867 15.468  -0.208
H: 9.513 17.886 18.193  0.049
H: 11.013 18.301 17.170  0.067
H: 10.936 16.847 18.243  0.026
H: 7.856 17.326 14.958  0.030
H: 9.174 18.560 14.832  0.039
H: 8.153 18.434 16.295  0.056
C: 12.710 14.136 14.189  -0.263
S: 13.879 14.062 12.858  0.835
O: 15.218 14.397 13.491  -0.547
C: 13.676 12.338 12.620  -0.253
H: 12.384 15.158 14.367  0.049
H: 13.207 13.679 15.033  0.036
H: 11.898 13.547 13.814  0.005
H: 14.206 11.727 13.430  0.077
H: 14.083 11.991 11.656  0.028
H: 12.640 12.186 12.604  0.009

Output
LUMO level: 0.1 eV
Kohn-Sham gap: 8.578 eV
E_HOMO: -8.5 eV


ii:
ORCA calculation (ωB97M-V/def2-TZVPD) on a cluster of 13 separate species, C26H78O13S13 in total.

Last column: Löwdin charge in e.
Atoms and positions in Å:
C: 22.834 29.486 33.913  -0.269
S: 24.568 29.227 33.674  0.886
O: 24.635 27.665 33.527  -0.563
C: 24.534 30.051 32.140  -0.288
H: 22.446 29.161 34.882  0.073
H: 22.275 29.049 33.154  0.049
H: 22.734 30.415 34.356  0.032
H: 24.594 31.144 32.292  0.081
H: 23.659 29.896 31.546  0.057
H: 25.327 29.692 31.715  -0.047
C: 30.468 29.807 23.594  -0.210
S: 30.490 30.139 25.379  0.826
O: 29.396 31.038 25.725  -0.603
C: 30.089 28.524 26.062  -0.243
H: 29.592 29.308 23.138  0.082
H: 31.210 29.195 23.288  0.013
H: 30.710 30.638 23.084  0.006
H: 30.887 27.842 26.061  0.027
H: 29.252 28.006 25.672  -0.009
H: 29.795 28.724 27.224  0.095
C: 32.444 33.293 31.518  -0.301
S: 34.093 33.049 31.202  0.762
O: 34.910 34.315 31.094  -0.529
C: 34.589 32.195 32.719  -0.245
H: 32.322 33.973 32.385  0.086
H: 32.042 32.385 31.792  0.019
H: 32.101 33.620 30.483  0.081
H: 34.253 32.922 33.495  0.059
H: 35.699 32.248 32.771  0.061
H: 34.152 31.193 32.805  0.057
C: 28.610 33.622 23.920  -0.331
S: 29.769 34.083 25.138  0.794
O: 30.368 35.386 24.603  -0.571
C: 28.608 34.698 26.339  -0.296
H: 28.031 34.450 23.393  0.075
H: 27.803 32.819 24.555  0.142
H: 29.163 33.266 23.012  0.049
H: 29.077 35.018 27.323  0.080
H: 27.914 33.909 26.599  0.013
H: 27.997 35.477 25.993  0.039
C: 35.511 32.791 28.010  -0.263
S: 33.884 32.478 27.326  0.869
O: 33.081 32.038 28.481  -0.594
C: 34.432 30.952 26.427  -0.226
H: 35.816 32.018 28.600  0.022
H: 35.550 33.572 28.809  0.061
H: 36.185 32.787 27.267  0.000
H: 35.494 31.178 25.856  0.127
H: 33.852 30.919 25.632  -0.058
H: 34.400 30.020 26.988  0.027
C: 25.304 25.826 25.352  -0.232
S: 26.652 26.788 26.053  0.801
O: 27.765 25.800 25.775  -0.568
C: 26.786 28.129 24.839  -0.234
H: 24.398 26.296 25.448  -0.001
H: 25.253 24.905 25.825  0.029
H: 25.482 25.950 24.217  0.102
H: 25.705 28.552 24.724  0.085
H: 27.171 27.786 24.001  -0.005
H: 27.370 28.931 25.346  0.044
C: 22.849 28.903 26.805  -0.175
S: 24.197 30.045 26.787  0.846
O: 24.131 30.906 25.464  -0.554
C: 23.799 30.921 28.292  -0.236
H: 22.722 28.710 25.798  0.061
H: 22.177 29.312 27.071  -0.108
H: 23.060 28.030 27.287  0.045
H: 24.482 31.719 28.459  0.029
H: 23.890 30.215 29.079  0.022
H: 22.764 31.114 28.158  0.050
C: 27.339 30.685 28.365  -0.234
S: 28.829 31.796 28.466  0.828
O: 28.469 32.894 29.509  -0.605
C: 30.004 30.831 29.418  -0.246
H: 26.704 30.526 29.323  0.075
H: 27.693 29.757 28.032  -0.005
H: 26.566 31.205 27.653  0.058
H: 30.852 31.541 29.576  0.032
H: 30.152 29.832 28.878  0.046
H: 29.523 30.835 30.498  0.070
C: 27.091 33.363 32.734  -0.192
S: 28.717 32.543 32.859  0.838
O: 29.339 33.131 34.138  -0.555
C: 28.158 30.878 33.196  -0.261
H: 26.467 32.976 32.015  0.025
H: 27.348 34.213 32.419  -0.068
H: 26.565 33.469 33.589  0.044
H: 28.869 30.206 33.429  0.005
H: 27.571 30.539 32.341  0.033
H: 27.413 31.033 34.093  0.100
C: 26.569 26.578 31.102  -0.267
S: 25.073 26.863 30.179  0.847
O: 25.394 27.963 29.191  -0.580
C: 25.170 25.336 29.281  -0.236
H: 26.607 25.596 31.468  0.029
H: 26.573 27.303 32.015  0.065
H: 27.483 26.636 30.424  0.092
H: 25.201 24.409 29.748  0.063
H: 26.008 25.381 28.727  0.010
H: 24.448 25.301 28.627  -0.008
C: 23.691 34.795 30.305  -0.307
S: 24.681 35.980 29.532  0.830
O: 25.524 36.766 30.549  -0.594
C: 25.906 35.020 28.627  -0.259
H: 23.963 34.173 31.073  0.010
H: 23.518 34.006 29.697  -0.005
H: 22.773 35.329 30.835  0.123
H: 25.371 34.401 27.846  0.067
H: 26.286 34.349 29.445  0.056
H: 26.459 35.665 27.930  0.052
C: 35.145 27.076 27.631  -0.312
S: 33.759 26.443 28.601  0.834
O: 34.259 26.392 30.021  -0.559
C: 32.901 28.029 28.576  -0.285
H: 35.967 27.687 28.156  0.084
H: 34.976 27.800 26.832  0.024
H: 35.826 26.126 27.421  0.086
H: 32.458 28.231 27.653  -0.005
H: 33.495 28.799 29.096  0.080
H: 31.947 27.890 29.102  0.049
C: 28.372 37.425 32.972  -0.276
S: 28.432 37.458 31.131  0.773
O: 29.280 38.680 30.778  -0.585
C: 29.509 36.011 30.956  -0.270
H: 27.538 38.043 33.557  0.090
H: 29.410 37.796 33.305  0.067
H: 28.215 36.217 33.113  0.075
H: 29.860 36.026 29.759  0.136
H: 28.937 35.155 31.096  -0.035
H: 30.151 36.232 31.843  0.052

Output
LUMO level: -0.3 eV
Kohn-Sham gap: 7.420 eV
E_HOMO: -7.7 eV


In terms of stability, i leads; the second structure lies 1409.8 kJ/mol higher.


i:
ORCA calculation (ωB97M-V/def2-TZVPD) on a cluster of 3 separate species, C4H13NO2 in total.

Last column: Löwdin charge in e.
Atoms and positions in Å:
C: -0.051 -2.314 -0.659  -0.255
N: 0.639 -1.263 0.018  -0.156
C: -0.393 -0.570 0.809  -0.272
C: -0.267 1.829 1.948  -0.063
C: -0.301 0.468 2.021  -0.164
H: -0.887 -1.960 -1.294  0.086
H: 0.474 -2.763 -1.454  0.037
H: -0.488 -3.140 -0.055  0.078
H: 1.335 -1.726 0.576  0.063
H: -1.146 -1.223 1.213  0.081
H: -0.832 0.010 -0.019  0.077
H: -0.537 2.416 2.833  0.036
H: -0.130 2.405 1.070  0.016
H: -0.452 0.035 3.007  0.060
H: -0.021 1.685 -1.916  0.056
H: -1.266 1.612 -3.023  0.010
O: -1.050 1.331 -2.086  -0.288
H: 2.362 1.455 -1.422  -0.018
H: 1.547 0.396 -0.547  0.029
O: 1.464 1.316 -1.021  -0.413

Output
LUMO level (spin up / spin down): 3.9 / 3.7 eV
Kohn-Sham gap (spin up / spin down): 2.792 / 9.814 eV
E_HOMO (spin up / spin down): 1.1 / -6.1 eV
charge: -1
spin multiplicity: 2


ii:
ORCA calculation (ωB97M-V/def2-TZVPD) on a cluster of 3 separate species, C4H13NO2 in total.

Last column: Löwdin charge in e.
Atoms and positions in Å:
C: -0.521 0.761 0.732  -0.335
N: -0.042 -0.397 -0.052  -0.104
C: -1.239 -1.180 -0.412  -0.310
C: -2.469 -0.313 -0.059  -0.244
C: -1.876 1.064 0.122  -0.262
H: 0.253 1.522 0.709  0.084
H: -0.661 0.381 1.748  0.068
H: 0.301 0.030 -0.912  0.080
H: -1.271 -2.039 0.263  0.058
H: -1.261 -1.558 -1.431  0.088
H: -3.333 -0.301 -0.713  0.085
H: -2.786 -0.682 0.924  0.080
H: -2.436 1.760 0.751  0.084
H: -1.685 1.589 -0.823  0.102
H: 2.628 -1.377 1.692  -0.021
H: 1.478 -0.877 0.713  -0.020
O: 2.446 -0.808 0.934  -0.275
H: 2.539 0.553 -0.386  -0.025
H: 3.331 1.441 -1.323  0.011
O: 2.522 0.923 -1.291  -0.145

Output
LUMO level (spin up / spin down): 3.9 / 3.9 eV
Kohn-Sham gap (spin up / spin down): 2.592 / 9.894 eV
E_HOMO (spin up / spin down): 1.3 / -6.0 eV
charge: -1
spin multiplicity: 2


In terms of stability, ii leads; the second structure lies 192.1 kJ/mol higher.